C12H7AuF6N5O5S3 as an isolated structure at a distorted geometry. Source: the Open Molecules 2025 dataset; level of theory: ωB97M-V/def2-TZVPD.

```
39
Properties=species:S:1:pos:R:3:forces:R:3:lowdin_charge:R:1
C 2.80806 0.49221 -3.33664 0.09 -0.07 -0.05 -0.0138
N 1.78310 0.26727 2.12811 -0.02 0.17 0.07 0.0874
C 3.83608 -0.79567 -5.15147 0.14 0.00 -0.34 -0.1977
H 1.12661 -1.54205 3.06284 -0.09 -0.05 -0.05 0.1069
C 1.39063 -1.55199 0.87938 0.13 -0.18 0.20 -0.0850
N -2.05167 3.60583 4.43127 -0.27 0.28 0.94 -0.6628
C 2.28135 0.55816 -2.06451 -0.12 -0.04 0.09 -0.0100
N 1.78005 -0.51500 0.05134 -0.08 0.03 0.15 -0.0157
S -1.80793 -1.14680 1.56589 -0.84 0.03 0.05 0.5649
H 2.92711 1.39338 -3.92217 -0.01 0.02 0.01 0.1210
C -3.66571 -1.29643 1.61084 0.11 0.06 -0.31 -0.6691
F -3.79583 0.92959 -1.21364 0.17 -0.03 0.06 0.1336
H 2.31837 1.52396 0.52838 0.02 -0.03 -0.13 0.1273
C 2.14904 -0.59963 -1.29622 0.29 0.01 -0.26 -0.1726
N 4.37571 -0.84481 -6.16653 -0.06 0.00 0.03 0.1407
C 1.99074 0.56109 0.88088 0.12 0.00 0.15 -0.1707
O -1.37465 -2.50715 1.50076 0.00 -0.11 -0.30 -0.2796
H 1.10296 -2.51911 0.51351 -0.04 0.03 -0.08 0.1110
F -3.63517 2.33252 0.42439 0.07 -0.10 0.05 0.1073
H 3.28560 -2.85298 -3.55956 0.00 -0.02 0.03 0.1183
F -4.22882 -0.08906 1.68826 0.06 0.01 0.05 0.1273
F -2.79278 2.82240 -1.49816 0.08 -0.07 0.09 0.1277
C -2.99900 1.82638 -0.62970 -0.05 -0.03 -0.05 -0.6641
C 3.20287 -0.73394 -3.87431 -0.19 -0.01 0.38 -0.2443
H 2.36113 -2.74018 -1.28696 0.04 0.02 0.04 0.1092
S -1.33687 1.08115 -0.16065 -0.78 -0.32 -0.82 0.5898
Au -1.49630 2.75093 2.77875 0.22 -0.46 -0.84 0.7365
F -4.07194 -2.02436 2.64641 0.14 0.01 0.08 0.1440
S -2.67380 2.91433 5.59532 0.05 -0.16 -0.27 0.6047
O -2.95005 1.47695 5.57295 -0.01 0.25 0.12 -0.6021
C 2.48384 -1.83162 -1.85828 -0.09 -0.01 0.10 0.0064
O -0.86543 1.99758 0.86583 0.11 -0.15 0.59 -0.4691
H 1.94118 1.50191 -1.66816 0.01 0.03 0.00 0.1052
O -0.60725 1.17065 -1.38776 0.18 -0.03 -0.05 -0.2715
C 1.39130 -1.05205 2.14288 0.25 0.07 -0.23 -0.1523
N -1.62384 -0.42486 0.15510 0.27 0.48 0.33 -0.2751
O -1.45641 -0.35495 2.69592 0.04 0.29 0.24 -0.3094
F -4.10744 -1.88453 0.48991 0.05 -0.01 0.09 0.1204
C 3.00514 -1.89913 -3.13419 0.01 0.10 -0.13 -0.0247
```
Forces are in eV/Å.

Net charge   -1
Multiplicity   1
HOMO   -6.31 eV
E_LUMO   2.13 eV
Gap between HOMO and LUMO   8.443 eV
Relative energy (zero: lowest compared OMol25 entry of this formula, charge and spin)   0.000 eV